121
Properties=species:S:1:pos:R:3:lowdin_charge:R:1 method="wB97M-V/def2-TZVPD" homo_ev=-5.9 energy_ev=-63602.57565 molar_mass_g_mol=688.76 total_charge=-1 e_lumo_ev=1.998
C 2.20645 3.80721 6.10242 -0.16
C 2.91392 4.33917 4.69634 -0.26
C 1.86261 5.25513 3.77519 -0.21
C 1.73622 4.56413 2.29365 -0.24
C 0.18659 4.04909 1.93188 -0.16
B -0.18904 2.77264 2.95428 -0.59
C -1.47041 3.10932 3.94991 -0.17
C -2.82736 3.59614 3.17023 -0.21
C -3.45878 5.01623 3.69220 -0.23
O -4.30702 5.52868 2.56542 -0.18
C -0.28771 1.32480 2.18172 -0.19
F 1.01023 0.99821 1.49812 -0.06
F -0.43971 0.28327 3.25751 -0.06
C -1.56745 1.15400 1.17387 -0.08
F -1.49070 -0.20716 0.57244 -0.07
F -1.63785 2.13701 0.06877 -0.05
H 1.85642 2.67579 6.01536 0.08
H 3.01794 3.86974 6.94740 0.06
H 1.25975 4.47404 6.28406 0.06
H 3.27424 3.37684 4.13361 0.09
H 3.86124 4.96325 4.99550 0.09
H 2.37986 6.32292 3.65344 0.10
H 0.85042 5.39962 4.34481 0.09
H 2.11674 5.36528 1.50697 0.09
H 2.41165 3.60176 2.14394 0.10
H -0.51148 4.96407 2.14961 0.09
H 0.22790 3.72823 0.80275 0.09
H 0.76151 2.69389 3.68100 0.09
H -1.64945 2.23368 4.73595 0.10
H -1.11867 4.03865 4.61210 0.09
H -3.64927 2.74613 3.32619 0.10
H -2.57291 3.65147 2.01186 0.10
H -4.22178 4.80838 4.58264 0.12
H -2.60304 5.76107 3.98100 0.12
H -3.64137 5.57891 1.79394 0.10
H -2.61287 1.20876 1.73764 0.18
C -8.07523 0.68850 6.48491 -0.08
C -7.73883 0.87750 5.00811 -0.43
C -6.22050 0.93081 4.72471 -0.19
O -5.60318 2.17660 5.06369 -0.21
C -5.25965 2.30613 6.43444 -0.10
N -8.42426 2.08182 4.51242 0.03
H -7.93122 1.60102 7.07051 0.06
H -9.12585 0.39924 6.60322 0.07
H -7.46208 -0.10194 6.92930 0.08
H -8.14224 0.00909 4.47301 0.13
H -6.07681 0.81894 3.64273 0.12
H -5.69131 0.09332 5.19418 0.12
H -4.94953 1.35410 6.87620 0.09
H -6.09851 2.72966 6.99053 0.07
H -4.42638 3.00999 6.51187 0.08
H -8.27111 2.15161 3.50543 0.07
H -7.92269 2.89119 4.88868 0.07
C -0.46885 0.47901 -2.61338 -0.07
C 0.64738 0.68582 -3.63371 -0.43
C 1.88921 -0.19695 -3.37475 -0.20
O 2.72598 0.26451 -2.30946 -0.20
C 2.29316 -0.12320 -1.01481 -0.10
N 0.99831 2.11448 -3.67477 0.04
H -0.25284 0.95058 -1.65040 0.05
H -1.40505 0.91767 -2.97746 0.08
H -0.64846 -0.58652 -2.43839 0.08
H 0.24311 0.40411 -4.61372 0.12
H 2.51728 -0.16491 -4.27383 0.11
H 1.61516 -1.24816 -3.22747 0.11
H 1.82649 -1.11309 -1.01250 0.09
H 1.60584 0.62375 -0.61235 0.06
H 3.16687 -0.15224 -0.35790 0.09
H 1.67820 2.26073 -4.42224 0.07
H 1.52882 2.31973 -2.82350 0.08
C -0.89348 -4.13115 -6.28921 -0.07
C -0.76952 -2.61064 -6.23925 -0.43
C -2.09957 -1.89518 -5.91131 -0.19
O -3.01370 -1.82236 -7.00997 -0.19
C -3.79489 -2.99166 -7.20033 -0.11
N -0.19892 -2.13590 -7.51007 0.04
H -1.38450 -4.48466 -7.20042 0.06
H 0.09877 -4.59618 -6.26380 0.07
H -1.45771 -4.50759 -5.43005 0.08
H -0.06186 -2.37220 -5.43577 0.12
H -1.86659 -0.85380 -5.65619 0.12
H -2.58504 -2.32760 -5.02860 0.12
H -4.04661 -3.48100 -6.25436 0.09
H -3.27213 -3.68559 -7.86176 0.07
H -4.72504 -2.70285 -7.69747 0.09
H -0.03255 -1.13129 -7.43639 0.08
H -0.93604 -2.20645 -8.21711 0.07
C 6.30652 -4.16908 -5.28921 -0.08
C 6.43048 -2.64857 -5.23925 -0.43
C 5.10043 -1.93311 -4.91131 -0.20
O 4.18630 -1.86029 -6.00997 -0.20
C 3.40511 -3.02959 -6.20033 -0.11
N 7.00108 -2.17384 -6.51007 0.03
H 5.81550 -4.52259 -6.20042 0.06
H 7.29877 -4.63411 -5.26380 0.07
H 5.74229 -4.54552 -4.43005 0.08
H 7.13814 -2.41013 -4.43577 0.13
H 5.33341 -0.89173 -4.65619 0.12
H 4.61496 -2.36553 -4.02860 0.12
H 3.15339 -3.51893 -5.25436 0.09
H 3.92787 -3.72352 -6.86176 0.07
H 2.47496 -2.74078 -6.69747 0.07
H 7.16745 -1.16923 -6.43639 0.07
H 6.26396 -2.24438 -7.21711 0.07
C 1.69805 -2.71670 3.21363 -0.07
C 3.19381 -2.97054 3.04603 -0.43
C 3.57098 -3.53087 1.65599 -0.20
O 3.27735 -4.92087 1.48368 -0.20
C 1.93120 -5.19541 1.12835 -0.11
N 3.65233 -3.85569 4.12870 0.03
H 1.12723 -3.63856 3.35746 0.06
H 1.51340 -2.08978 4.09360 0.08
H 1.28839 -2.19450 2.34316 0.08
H 3.69839 -2.00300 3.15776 0.14
H 4.65919 -3.44656 1.54401 0.12
H 3.13085 -2.93650 0.84676 0.11
H 1.50457 -4.41798 0.48703 0.09
H 1.32642 -5.32191 2.02865 0.07
H 1.90918 -6.14294 0.58296 0.08
H 4.66722 -3.94726 4.06573 0.07
H 3.31206 -4.79708 3.91367 0.07

***

23
Properties=species:S:1:pos:R:3:lowdin_charge:R:1 method="wB97M-V/def2-TZVPD" homo_ev=-15.6 energy_ev=-13036.77309 molar_mass_g_mol=136.17 relative_energy_ev=2.402 smiles=CC[N+](C)(C)C(O)(O)O total_charge=+1 e_lumo_ev=-2.921
C 1.81089 0.69073 1.22292 -0.04
C 0.95407 0.97259 -0.04982 -0.11
N -0.37911 0.25748 -0.12000 -0.28
C -1.31740 0.95243 -0.98013 -0.02
C -0.96905 0.29002 1.19587 -0.04
C -0.19491 -1.25559 -0.61280 -0.62
O 0.13057 -1.24488 -2.00894 0.08
O -1.30529 -1.90085 -0.28720 0.13
O 0.89160 -1.88836 0.02001 0.04
H 1.39186 1.01385 2.12871 0.06
H 2.00733 -0.37265 1.35300 0.08
H 2.73168 1.17325 1.15627 0.07
H 1.59086 0.46001 -0.86092 0.15
H 0.71275 2.06435 -0.27785 0.16
H -0.83238 1.19651 -1.97511 0.14
H -2.34776 0.45334 -1.08070 0.15
H -1.34435 1.96011 -0.51590 0.12
H -0.56320 -0.55446 1.74891 0.11
H -0.81244 1.24535 1.84029 0.16
H -2.07525 0.08547 1.17207 0.13
H 1.04681 -0.91789 -2.10845 0.12
H -2.00773 -1.73084 -0.96410 0.17
H 0.88046 -2.94998 0.00389 0.23